# 1
Formula: C34H90N4O18
Source: the OMol25 dataset
Level of theory: the ωB97M-V functional and the def2-TZVPD basis

**HOMO energy**: -8.535 eV
**Net charge**: 0
**Relative energy (zero: lowest compared OMol25 entry of this formula, charge and spin)**: 27.8 kcal per mole
**Largest force on an atom**: 1.697 eV/A
**SMILES**: COCCNCCOC.COCCNCCOC.COCCNCCOC.COCCNCCOC.OCCO.OCCO.OCCO.OCCO.OCCO
**DFT total energy**: -79523.9004 eV
**Kohn-Sham gap**: 8.63 eV

Geometry (Å):
C 0.820 5.751 -0.233
C 0.336 6.724 0.828
O -1.082 6.777 0.921
O 0.775 6.317 -1.543
H 0.128 4.899 -0.214
H 1.828 5.396 -0.028
H 0.731 7.729 0.648
H 0.695 6.357 1.791
H -1.434 7.015 0.058
H 0.027 6.919 -1.594
C -1.736 1.822 -2.709
C -0.280 1.971 -3.094
O 0.115 3.333 -2.916
O -1.927 1.646 -1.318
H -2.127 0.943 -3.230
H -2.285 2.676 -3.127
H -0.168 1.645 -4.135
H 0.359 1.334 -2.473
H 0.785 3.556 -3.568
H -1.462 2.379 -0.890
C 4.404 3.472 3.424
C 4.286 2.346 4.437
O 2.962 2.324 4.981
O 4.012 3.096 2.128
H 5.433 3.842 3.511
H 3.762 4.294 3.754
H 5.031 2.497 5.223
H 4.453 1.375 3.962
H 2.682 1.408 5.039
H 4.760 3.051 1.528
C 2.685 -0.201 -4.300
C 1.811 -0.289 -5.520
O 1.648 0.989 -6.106
O 3.035 -1.481 -3.794
H 2.145 0.279 -3.466
H 3.561 0.442 -4.472
H 0.866 -0.769 -5.250
H 2.304 -0.998 -6.201
H 0.709 1.155 -6.216
H 3.180 -1.324 -2.851
C 6.053 -1.228 -5.273
C 6.620 0.136 -5.555
O 7.456 0.610 -4.507
O 7.020 -2.250 -5.493
H 5.231 -1.397 -5.973
H 5.610 -1.274 -4.273
H 5.815 0.844 -5.794
H 7.192 0.089 -6.486
H 6.920 1.139 -3.912
H 7.752 -2.067 -4.895
C -2.786 -2.239 -6.489
O -3.390 -1.010 -6.143
C -4.776 -0.973 -6.402
C -5.297 0.352 -5.935
N -5.118 0.494 -4.504
C -5.853 1.564 -3.874
C -5.362 1.837 -2.458
O -6.123 1.127 -1.524
C -5.389 0.813 -0.347
H -2.040 -2.449 -5.723
H -2.384 -2.225 -7.503
H -3.506 -3.068 -6.442
H -5.270 -1.761 -5.816
H -4.988 -1.169 -7.461
H -6.361 0.485 -6.162
H -4.842 1.199 -6.484
H -4.135 0.476 -4.273
H -6.894 1.244 -3.741
H -5.866 2.491 -4.469
H -5.437 2.923 -2.276
H -4.287 1.624 -2.347
H -4.739 -0.040 -0.562
H -6.142 0.523 0.385
H -4.808 1.656 0.035
C -5.705 2.387 3.494
O -4.375 2.397 4.007
C -4.142 1.787 5.273
C -3.767 0.321 5.198
N -4.755 -0.535 4.509
C -4.132 -1.730 3.975
C -5.116 -2.601 3.240
O -5.954 -3.295 4.117
C -6.860 -4.125 3.430
H -5.651 3.138 2.713
H -6.452 2.545 4.277
H -5.969 1.419 3.048
H -4.969 2.007 5.952
H -3.223 2.275 5.613
H -3.610 -0.082 6.205
H -2.791 0.220 4.692
H -5.104 0.029 3.743
H -3.721 -2.293 4.819
H -3.297 -1.511 3.287
H -4.589 -3.297 2.567
H -5.682 -1.961 2.534
H -6.361 -4.956 2.917
H -7.474 -3.550 2.729
H -7.521 -4.565 4.177
C 4.075 -4.687 6.344
O 4.318 -4.278 5.012
C 5.026 -5.239 4.241
C 4.068 -6.282 3.659
N 2.830 -5.756 3.112
C 3.027 -4.976 1.906
C 1.830 -4.151 1.544
O 1.578 -3.203 2.564
C 0.600 -2.246 2.201
H 3.807 -5.748 6.386
H 3.185 -4.164 6.697
H 4.937 -4.462 6.975
H 5.824 -5.694 4.839
H 5.533 -4.639 3.481
H 3.821 -6.945 4.494
H 4.574 -6.905 2.918
H 2.419 -5.141 3.808
H 3.185 -5.643 1.043
H 3.946 -4.368 1.925
H 0.962 -4.825 1.484
H 1.975 -3.693 0.558
H 1.083 -1.309 1.907
H -0.060 -2.057 3.049
H -0.035 -2.591 1.379
C 4.728 -2.337 -1.139
O 3.988 -1.143 -1.270
C 3.665 -0.552 -0.023
C 2.529 0.421 -0.316
N 2.038 1.094 0.854
C 0.919 1.954 0.532
C 0.256 2.575 1.769
O -1.048 3.007 1.458
C -2.052 2.091 1.928
H 5.131 -2.607 -2.112
H 4.151 -3.122 -0.646
H 5.618 -2.159 -0.512
H 4.538 0.048 0.280
H 3.397 -1.257 0.767
H 1.718 -0.190 -0.739
H 2.871 1.044 -1.165
H 2.768 1.668 1.267
H 0.161 1.465 -0.082
H 1.272 2.797 -0.091
H 0.848 3.452 2.059
H 0.334 1.891 2.623
H -1.968 2.082 3.017
H -1.816 1.110 1.511
H -3.035 2.471 1.684

Here are the Löwdin charges for atoms 1 to 8, given in e: C -0.2413; C -0.2423; O -0.0569; O -0.0680; H 0.1028; H 0.1177; H 0.1209; H 0.1172

---

# 2
Formula: C34H91F6HfN5O22S2
Source: the OMol25 dataset
Level of theory: the ωB97M-V functional and the def2-TZVPD basis

**HOMO energy**: -11.676 eV
**Net charge**: +2
**Largest force on an atom**: 2.914 eV/A
**DFT total energy**: -128470.6549 eV
**Kohn-Sham gap**: 1.07 eV

Geometry (Å):
Hf 6.072 -0.586 -5.769
C 5.923 -3.094 0.037
F 6.134 -4.050 0.983
F 5.037 -2.211 0.396
F 7.056 -2.408 -0.172
S 5.445 -3.921 -1.631
O 6.495 -4.954 -1.836
O 4.097 -4.498 -1.457
O 5.402 -2.830 -2.649
C 2.172 2.731 -1.481
F 3.329 2.475 -0.830
F 1.198 2.873 -0.575
F 2.206 3.834 -2.243
S 1.776 1.226 -2.648
O 1.605 0.110 -1.719
O 0.518 1.546 -3.397
O 3.002 0.996 -3.469
C -3.343 -6.757 -3.618
O -3.003 -5.408 -3.930
C -3.066 -4.478 -2.833
C -3.208 -3.010 -3.178
N -4.349 -2.756 -4.034
C -4.603 -1.343 -4.328
C -5.826 -1.169 -5.244
O -6.895 -1.948 -4.769
C -8.117 -1.777 -5.494
H -3.210 -7.442 -4.456
H -4.403 -6.710 -3.368
H -2.686 -7.045 -2.798
H -2.249 -4.532 -2.114
H -3.942 -4.844 -2.298
H -2.366 -2.756 -3.821
H -3.146 -2.265 -2.385
H -5.256 -3.066 -3.713
H -3.736 -0.940 -4.851
H -4.696 -0.716 -3.442
H -5.579 -1.590 -6.219
H -6.119 -0.121 -5.185
H -7.818 -1.882 -6.537
H -8.639 -0.881 -5.156
H -8.782 -2.629 -5.350
C 2.820 6.025 9.105
O 4.147 5.539 9.144
C 4.236 4.183 9.569
C 5.734 3.707 9.736
N 6.429 3.561 8.448
C 5.853 2.491 7.598
C 6.699 2.266 6.347
O 6.673 3.422 5.448
C 7.199 3.097 4.205
H 2.570 6.377 10.106
H 2.077 5.278 8.826
H 2.721 6.914 8.482
H 3.639 3.491 8.975
H 3.739 4.190 10.539
H 5.757 2.893 10.460
H 6.208 4.587 10.170
H 6.285 4.422 7.940
H 4.815 2.744 7.386
H 5.785 1.618 8.248
H 6.348 1.380 5.817
H 7.732 2.047 6.617
H 7.297 4.032 3.653
H 6.568 2.349 3.726
H 8.197 2.672 4.314
C 3.976 -1.582 10.994
O 2.850 -0.942 10.525
C 1.602 -1.616 10.795
C 0.417 -0.886 10.147
N 0.417 -1.220 8.689
C -0.469 -0.436 7.821
C 0.076 -0.324 6.367
O 1.425 0.130 6.471
C 2.123 0.274 5.250
H 4.048 -2.511 10.429
H 3.944 -1.829 12.056
H 4.902 -1.023 10.860
H 1.449 -1.857 11.847
H 1.652 -2.589 10.308
H 0.395 0.168 10.426
H -0.472 -1.346 10.579
H 1.392 -1.119 8.444
H -0.587 0.547 8.277
H -1.486 -0.820 7.895
H -0.571 0.284 5.735
H 0.034 -1.353 6.010
H 1.436 0.777 4.570
H 2.300 -0.719 4.838
H 3.071 0.805 5.341
C -7.894 -4.412 -1.716
O -6.721 -5.116 -1.223
C -6.840 -5.559 0.158
C -6.534 -4.305 1.107
N -5.075 -4.092 1.322
C -4.793 -3.239 2.477
C -4.999 -1.673 2.202
O -3.915 -1.171 1.383
C -4.245 0.016 0.687
H -8.864 -4.716 -1.323
H -8.124 -4.655 -2.753
H -7.749 -3.342 -1.564
H -6.095 -6.327 0.367
H -7.837 -5.998 0.153
H -6.987 -4.450 2.087
H -7.037 -3.467 0.624
H -4.593 -3.753 0.502
H -3.780 -3.415 2.836
H -5.512 -3.503 3.252
H -5.102 -1.175 3.166
H -5.898 -1.626 1.587
H -4.859 0.642 1.334
H -4.918 -0.200 -0.143
H -3.366 0.519 0.285
C -1.470 3.614 -6.658
O -0.267 3.363 -7.314
C -0.500 2.896 -8.669
C -1.045 1.453 -8.746
N -0.244 0.559 -7.942
C -0.840 -0.808 -7.995
C -0.468 -1.637 -9.290
O 0.841 -2.082 -9.134
C 1.252 -2.758 -10.309
H -1.211 4.244 -5.808
H -1.900 2.698 -6.254
H -2.191 4.131 -7.292
H 0.428 2.883 -9.241
H -1.199 3.491 -9.256
H -0.965 1.123 -9.782
H -2.029 1.429 -8.277
H -0.236 0.925 -7.001
H -1.930 -0.784 -8.026
H -0.485 -1.408 -7.157
H -0.547 -0.948 -10.131
H -1.167 -2.469 -9.378
H 2.333 -2.868 -10.397
H 1.012 -2.221 -11.227
H 0.752 -3.725 -10.359
O 3.423 1.264 -7.866
H 2.479 1.117 -7.933
H 3.591 2.010 -8.442
O 3.110 -2.534 -6.467
H 2.703 -3.217 -5.933
H 2.592 -2.518 -7.272
O 6.922 1.147 -2.759
H 7.599 0.759 -2.205
H 7.063 2.091 -2.685
O -0.059 -2.055 1.174
H -0.919 -1.643 1.252
H 0.322 -1.670 0.385
O 3.498 5.134 -5.999
H 2.556 4.965 -6.034
H 3.568 6.028 -5.665
C -0.455 8.570 -0.999
C -1.312 7.392 -0.471
O -2.549 7.838 -0.014
H -0.963 9.294 -1.636
H 0.317 8.057 -1.572
H -0.040 9.172 -0.190
H -0.765 6.735 0.206
H -1.657 6.668 -1.209
H -3.088 8.038 -0.783

Here are the Löwdin charges for atoms 1 to 8, given in e: Hf 1.7811; C -0.6509; F 0.1264; F 0.1673; F 0.1075; S 0.5575; O -0.2949; O -0.2741

---

# 3
Formula: C34H94N14O13
Source: the OMol25 dataset
Level of theory: the ωB97M-V functional and the def2-TZVPD basis

**Spin multiplicity**: 2
**HOMO energy (spin up / spin down)**: -9.801 / -9.801 eV
**Net charge**: +1
**Largest force on an atom**: 7.371 eV/A
**DFT total energy**: -84244.6524 eV
**<S²>**: 0.754
**Kohn-Sham gap (spin up / spin down)**: 7.66 / 2.97 eV

Geometry (Å):
C -0.080 -2.410 4.101
C -0.823 -2.744 5.449
C -0.389 -4.077 5.891
O -0.470 -5.188 4.918
C -0.076 -6.390 5.564
N -0.420 -1.676 6.352
H 0.932 -2.024 4.225
H -0.509 -1.575 3.548
H -0.065 -3.190 3.340
H -1.894 -2.735 5.245
H -0.826 -4.258 6.873
H 0.690 -3.969 6.006
H 0.958 -6.267 5.885
H -0.027 -7.155 4.789
H -0.711 -6.818 6.341
H -1.011 -0.867 6.221
H -0.589 -2.032 7.282
C -0.203 0.004 -4.562
C 0.928 -0.080 -5.626
C 1.020 -1.344 -6.340
O -0.125 -1.691 -7.138
C -0.638 -3.009 -7.144
N 0.812 1.024 -6.543
H -1.256 -0.036 -4.841
H -0.116 0.954 -4.034
H -0.087 -0.815 -3.853
H 1.879 0.065 -5.113
H 1.236 -2.066 -5.554
H 1.953 -1.367 -6.903
H -1.464 -3.065 -7.853
H -1.033 -3.256 -6.158
H 0.210 -3.580 -7.519
H -0.144 0.802 -6.780
H 1.315 0.535 -7.270
C -3.368 4.947 0.388
C -3.836 4.147 1.639
C -5.091 3.257 1.299
O -6.234 3.958 0.850
C -7.162 3.028 0.289
N -2.789 3.215 2.162
H -4.134 5.485 -0.172
H -3.059 4.264 -0.403
H -2.517 5.549 0.707
H -4.026 4.720 2.546
H -5.348 2.631 2.154
H -4.697 2.575 0.545
H -6.909 2.681 -0.713
H -8.077 3.552 0.012
H -7.501 2.195 0.905
H -3.229 2.773 2.956
H -2.590 2.500 1.477
C 1.790 0.629 2.791
O 2.698 0.855 3.773
C 3.973 1.366 3.327
C 4.755 2.168 4.428
N 5.121 1.308 5.573
C 5.878 1.932 6.603
C 6.834 0.882 7.261
O 7.032 -0.276 6.356
C 7.532 -1.331 7.138
H 1.652 1.525 2.187
H 0.829 0.426 3.262
H 2.098 -0.156 2.100
H 3.595 2.047 2.564
H 4.585 0.591 2.866
H 4.117 2.929 4.878
H 5.669 2.569 3.991
H 5.454 0.363 5.443
H 5.316 2.516 7.332
H 6.508 2.654 6.082
H 6.188 0.572 8.082
H 7.790 1.249 7.633
H 7.697 -2.218 6.527
H 6.802 -1.692 7.864
H 8.396 -1.065 7.747
C 1.004 -4.027 -2.840
O 2.373 -3.632 -2.883
C 3.140 -3.764 -1.669
C 3.241 -2.549 -0.738
N 4.481 -2.670 0.073
C 4.775 -1.513 0.900
C 6.080 -1.510 1.642
O 7.166 -1.584 0.679
C 7.988 -2.800 0.996
H 0.541 -3.624 -3.741
H 0.475 -3.470 -2.065
H 0.873 -5.098 -2.687
H 4.204 -3.861 -1.881
H 2.872 -4.666 -1.119
H 2.314 -2.568 -0.164
H 3.175 -1.631 -1.322
H 5.371 -2.833 -0.376
H 3.966 -1.548 1.630
H 4.641 -0.635 0.268
H 6.080 -2.308 2.384
H 6.085 -0.606 2.252
H 8.988 -2.613 0.605
H 7.584 -3.810 0.918
H 8.215 -2.766 2.062
C -4.842 7.006 -5.481
O -4.838 7.233 -4.040
C -3.503 7.383 -3.464
C -2.785 5.979 -3.580
N -3.731 4.961 -3.107
C -3.669 3.625 -3.740
C -3.918 2.344 -2.880
O -4.600 1.350 -3.715
C -4.705 0.048 -3.273
H -5.847 7.277 -5.805
H -4.759 5.956 -5.762
H -4.280 7.762 -6.028
H -3.726 7.627 -2.426
H -2.843 8.164 -3.844
H -1.975 5.978 -2.851
H -2.415 5.778 -4.585
H -4.682 5.296 -3.155
H -2.617 3.565 -4.019
H -4.175 3.580 -4.704
H -4.561 2.604 -2.040
H -3.055 1.865 -2.418
H -3.887 -0.483 -2.786
H -5.051 -0.581 -4.093
H -5.659 0.157 -2.758
C -2.420 -3.029 -3.061
O -1.644 -2.389 -2.363
N -2.665 -2.673 -4.233
N -2.908 -4.203 -2.796
H -2.163 -1.913 -4.668
H -3.614 -2.934 -4.460
H -3.463 -4.623 -3.528
H -2.710 -4.712 -1.946
C -4.853 -2.823 0.301
O -5.037 -1.704 0.684
N -5.669 -3.501 -0.491
N -3.814 -3.529 0.557
H -5.580 -4.458 -0.801
H -6.538 -3.031 -0.701
H -3.148 -3.130 1.202
H -3.943 -4.495 0.289
C -1.026 -0.542 0.395
O -1.033 -0.048 1.456
N 0.050 -0.736 -0.283
N -2.077 -0.742 -0.307
H -0.214 -1.092 -1.190
H 0.926 -0.290 -0.052
H -3.006 -0.654 0.080
H -2.040 -1.323 -1.133
C 2.420 1.892 -0.658
O 2.876 0.815 -0.344
N 3.184 2.796 -1.262
N 1.242 2.400 -0.440
H 4.163 2.714 -1.025
H 2.849 3.702 -1.557
H 0.597 1.645 -0.257
H 1.028 3.201 -1.018

Here are the Löwdin charges for atoms 1 to 8, given in e: C -0.0553; C -0.4385; C -0.2041; O -0.1808; C -0.1281; N 0.0390; H 0.0661; H 0.0447